Record 1
{"formula": "C31H29HfI2N6O", "method": "ωB97M-V/def2-TZVPD", "elements": ["Hf", "C", "N", "C", "C", "C", "C", "C", "C", "N", "C", "C", "C", "C", "C", "C", "N", "C", "C", "C", "C", "C", "N", "H", "H", "H", "H", "H", "H", "H", "H", "H", "H", "H", "H", "H", "H", "H", "H", "H", "H", "I", "C", "C", "C", "I", "C", "O", "C", "C", "N", "C", "C", "C", "C", "C", "C", "N", "C", "H", "H", "H", "H", "H", "H", "H", "H", "H", "H", "H"], "positions_angstrom": [[0.00453, -0.06537, -0.23254], [-1.04377, -0.14257, -3.20704], [-1.34137, -0.98157, -2.02254], [-2.74537, -0.81107, -1.60234], [-3.03037, 0.63063, -1.26804], [-4.29077, 1.17323, -1.48224], [-4.49407, 2.52463, -1.24254], [-3.40967, 3.28553, -0.82934], [-2.18687, 2.66523, -0.63954], [-1.97937, 1.34893, -0.82264], [-1.10847, -2.39747, -2.37354], [-0.18527, -3.12147, -1.43334], [0.08893, -4.46507, -1.67494], [1.04643, -5.11097, -0.91264], [1.67083, -4.38597, 0.09336], [1.31623, -3.06727, 0.29246], [0.39933, -2.41557, -0.45524], [0.43213, 0.16853, -3.28504], [1.05943, 0.37773, -4.50534], [2.41913, 0.65573, -4.53064], [3.11693, 0.67713, -3.32774], [2.42393, 0.46753, -2.14784], [1.09733, 0.24303, -2.11494], [-1.37037, -0.64187, -4.12884], [-1.59577, 0.80193, -3.15254], [-3.42877, -1.13277, -2.40044], [-2.93277, -1.45247, -0.73014], [-5.09617, 0.55363, -1.84664], [-5.46117, 2.97563, -1.39494], [-3.51307, 4.34673, -0.66674], [-1.33537, 3.25313, -0.32594], [-2.05687, -2.94117, -2.45294], [-0.63447, -2.46267, -3.35794], [-0.42577, -4.98427, -2.46784], [1.32233, -6.13617, -1.10534], [2.42333, -4.84027, 0.71636], [1.80493, -2.50207, 1.07086], [0.49453, 0.31943, -5.42324], [2.92383, 0.82983, -5.46884], [4.18193, 0.85173, -3.30364], [2.93393, 0.45893, -1.18784], [2.70743, -0.72877, 6.96196], [2.27243, -0.49877, 4.91096], [3.21823, 0.04933, 4.04926], [2.92413, 0.16343, 2.70896], [4.29203, 1.01923, 1.35246], [1.71883, -0.29647, 2.15516], [1.56103, -0.27417, 0.82286], [0.75203, -0.79637, 3.04286], [-0.56557, -1.32087, 2.52966], [-1.26357, -0.35647, 1.62346], [-1.45237, 0.94593, 2.31016], [-0.31977, 1.91633, 2.05806], [0.03533, 2.85843, 3.01666], [1.00493, 3.80223, 2.70906], [1.59913, 3.76723, 1.45266], [1.19943, 2.79203, 0.55616], [0.24273, 1.89363, 0.83676], [1.03743, -0.88017, 4.40286], [4.16953, 0.37863, 4.43436], [-0.40987, -2.25187, 1.97036], [-1.19647, -1.54857, 3.39666], [-2.19767, -0.75197, 1.47546], [-2.37907, 1.41493, 1.95726], [-1.56737, 0.79763, 3.39006], [-0.44747, 2.86473, 3.98186], [1.28473, 4.55143, 3.43426], [2.35583, 4.48213, 1.16766], [1.63603, 2.73203, -0.43474], [0.29403, -1.27567, 5.07736]], "atomic_forces_ev_per_a": [[-1.2, -0.1, -1.6], [0.0, 0.4, -0.5], [0.0, 0.1, 0.0], [-0.5, 0.1, 0.0], [-0.2, 0.0, -0.1], [0.3, 0.0, 0.1], [0.3, -0.1, 0.1], [0.0, -0.2, -0.1], [0.1, 0.3, 0.2], [-0.2, -0.3, 0.0], [0.3, -0.6, 0.0], [-0.2, -0.3, -0.2], [0.1, 0.2, 0.2], [-0.1, 0.3, 0.0], [-0.1, 0.2, 0.0], [0.3, -0.3, 0.2], [-0.1, 0.0, -0.1], [-0.2, -0.1, -0.7], [-0.1, 0.0, 0.4], [-0.1, 0.0, 0.3], [-0.2, 0.0, 0.1], [0.6, 0.1, -0.1], [0.2, 0.1, -0.7], [0.0, 0.1, 0.2], [0.1, -0.2, 0.0], [0.1, 0.0, 0.2], [0.0, -0.1, -0.2], [0.0, -0.1, 0.0], [-0.1, 0.0, 0.0], [0.1, 0.1, 0.0], [0.0, 0.0, 0.0], [0.1, 0.1, 0.0], [-0.1, 0.1, 0.0], [-0.1, 0.0, -0.1], [-0.1, -0.1, 0.0], [0.1, 0.0, 0.1], [0.0, 0.0, 0.0], [-0.1, 0.0, -0.1], [0.1, 0.0, -0.1], [0.0, 0.0, 0.0], [0.0, 0.1, -0.1], [-0.1, 0.1, -0.6], [0.0, 0.0, 0.4], [-0.1, 0.0, 0.2], [-0.1, 0.1, -1.0], [0.1, -0.2, 0.4], [1.2, 0.1, 1.8], [0.3, -0.7, 0.3], [0.1, 0.0, -0.6], [0.4, -0.5, 0.5], [-0.6, -0.2, 0.4], [-0.2, 0.6, 0.3], [-0.2, 0.2, 0.3], [0.0, -0.1, -0.3], [-0.1, -0.2, -0.2], [-0.2, -0.2, -0.1], [0.1, 0.4, 0.0], [0.0, 0.4, 0.6], [0.2, 0.0, 0.1], [0.1, 0.1, 0.0], [-0.2, 0.1, 0.1], [-0.1, 0.1, -0.3], [0.2, 0.2, 0.0], [0.1, -0.2, 0.0], [0.0, -0.1, -0.2], [0.0, -0.1, 0.1], [0.1, 0.1, 0.0], [0.1, 0.0, 0.0], [0.1, 0.0, 0.1], [-0.1, -0.1, 0.1]], "spin_multiplicity": 1, "molar_mass_g_mol": 933.9, "e_lumo_ev": -9.063, "orbital_gap_ev": 6.2, "charge": 3, "energy_ev": -61095.16786}

***

Record 2
{"formula": "C31H30BrCl60IN2OS", "method": "ωB97M-V/def2-TZVPD", "elements": ["O", "C", "I", "C", "C", "C", "C", "C", "C", "Br", "C", "C", "C", "N", "S", "N", "C", "H", "H", "H", "H", "H", "H", "H", "H", "H", "H", "C", "Cl", "Cl", "Cl", "H", "C", "Cl", "Cl", "Cl", "H", "C", "Cl", "Cl", "Cl", "H", "C", "Cl", "Cl", "Cl", "H", "C", "Cl", "Cl", "Cl", "H", "C", "Cl", "Cl", "Cl", "H", "C", "Cl", "Cl", "Cl", "H", "C", "Cl", "Cl", "Cl", "H", "C", "Cl", "Cl", "Cl", "H", "C", "Cl", "Cl", "Cl", "H", "C", "Cl", "Cl", "Cl", "H", "C", "Cl", "Cl", "Cl", "H", "C", "Cl", "Cl", "Cl", "H", "C", "Cl", "Cl", "Cl", "H", "C", "Cl", "Cl", "Cl", "H", "C", "Cl", "Cl", "Cl", "H", "C", "Cl", "Cl", "Cl", "H", "C", "Cl", "Cl", "Cl", "H", "C", "Cl", "Cl", "Cl", "H", "C", "Cl", "Cl", "Cl", "H"], "positions_angstrom": [[1.21720, -2.34019, 5.29972], [1.89275, -1.82310, 4.46792], [1.08370, -1.72009, 2.47485], [3.24567, -1.22883, 4.81031], [3.40422, 0.21634, 4.44249], [2.59746, 1.22815, 4.85140], [1.44149, 0.95428, 5.77061], [0.31058, 1.98344, 5.77043], [-0.94459, 1.45865, 5.09925], [-1.85783, 0.16881, 6.21669], [2.88900, 2.54130, 4.42233], [3.91788, 2.85056, 3.62596], [4.79470, 1.84492, 3.18451], [5.84952, 1.98087, 2.41619], [6.46051, 0.49040, 2.28760], [5.43629, -0.32441, 3.16318], [4.50882, 0.52687, 3.61265], [4.01075, -1.77898, 4.27838], [3.44779, -1.37272, 5.86208], [0.99359, -0.00649, 5.60170], [1.85100, 0.90671, 6.77563], [0.03319, 2.19053, 6.79565], [0.55750, 2.93770, 5.33089], [-1.60848, 2.27459, 4.88067], [-0.66383, 0.94769, 4.18833], [2.27867, 3.36165, 4.73566], [4.09126, 3.85566, 3.29390], [-0.69313, -5.90046, 3.14132], [-0.54027, -4.97117, 1.65881], [-1.54669, -7.43384, 2.86217], [0.89771, -6.20377, 3.83828], [-1.27009, -5.32426, 3.85235], [-4.86131, -5.86358, -0.07514], [-3.66526, -6.23655, 1.16274], [-5.00712, -4.11265, -0.29350], [-4.45152, -6.64491, -1.60943], [-5.82264, -6.24150, 0.24637], [7.04222, 0.41454, -2.32211], [5.66774, 1.18352, -3.11552], [6.89975, 0.58473, -0.56620], [7.14442, -1.28907, -2.76910], [7.95000, 0.90544, -2.64497], [6.27830, 3.91595, 7.18243], [6.72262, 5.40511, 6.34536], [5.19692, 2.95127, 6.17303], [7.72323, 2.99649, 7.62984], [5.75616, 4.18146, 8.09119], [-2.72903, -1.58165, -1.81700], [-1.52382, -1.77775, -0.53724], [-3.12344, 0.11835, -2.10574], [-2.15938, -2.32691, -3.30060], [-3.63114, -2.08664, -1.49977], [5.62314, 3.67355, -6.24011], [6.02346, 3.01908, -7.82469], [6.60414, 5.09760, -5.89219], [3.89979, 4.05820, -6.09757], [5.85290, 2.91732, -5.50207], [-0.49052, 1.46102, -4.36843], [0.73764, 1.33077, -3.11200], [-0.99922, 3.13812, -4.58476], [0.12482, 0.78463, -5.88317], [-1.35222, 0.88403, -4.06346], [10.41326, 4.62326, 5.65023], [11.55905, 4.22178, 6.93000], [10.39079, 6.36587, 5.34238], [10.77578, 3.73204, 4.16849], [9.42906, 4.32852, 5.98491], [14.73306, 4.75049, 3.65333], [13.36817, 5.60773, 4.35884], [15.45014, 5.68089, 2.33560], [15.94452, 4.37732, 4.88189], [14.36982, 3.81663, 3.24601], [2.91499, 4.23703, -10.91356], [3.02841, 4.30216, -9.15671], [4.42060, 4.78197, -11.65640], [2.50720, 2.60744, -11.45526], [2.12441, 4.90315, -11.22933], [-0.84810, -9.30870, 6.28944], [-1.00135, -10.96863, 6.86671], [-2.34192, -8.41127, 6.56000], [0.51534, -8.50073, 7.06114], [-0.66329, -9.33700, 5.22372], [-4.19958, -0.98240, -6.81954], [-4.06253, -2.62549, -6.13799], [-5.82720, -0.32909, -6.68134], [-3.05318, 0.10410, -6.03817], [-3.95965, -1.03897, -7.87191], [-5.03321, -10.52756, 1.04118], [-4.82320, -9.21131, -0.11583], [-4.08680, -10.23356, 2.50342], [-6.73795, -10.74552, 1.43976], [-4.67479, -11.44029, 0.58594], [-4.15042, 2.58002, 1.12750], [-3.18387, 2.08203, 2.51122], [-5.83276, 2.79937, 1.59926], [-3.49761, 4.05720, 0.41799], [-4.10466, 1.79567, 0.38413], [4.99291, -2.79081, -0.22579], [3.73332, -2.00514, -1.16971], [4.68787, -2.62154, 1.50465], [5.13754, -4.49158, -0.68058], [5.93312, -2.30470, -0.45000], [-8.37542, -2.72570, -4.07569], [-6.69734, -2.74198, -4.60266], [-8.53185, -1.98530, -2.47822], [-9.38975, -1.89211, -5.26606], [-8.72770, -3.74591, -4.01160], [-11.15078, 1.09644, -3.62130], [-11.25303, 2.15442, -5.03018], [-10.31784, 1.89925, -2.29378], [-12.76141, 0.57320, -3.12012], [-10.58073, 0.22024, -3.89767], [-13.61455, -0.31844, -6.93811], [-13.61429, 1.14999, -7.91353], [-14.42811, -1.63341, -7.78401], [-11.96831, -0.77940, -6.50116], [-14.15620, -0.11672, -6.02369], [0.18478, 3.35628, 0.38660], [-0.05427, 4.31125, -1.07641], [-0.22289, 1.66437, 0.10700], [1.84210, 3.50396, 0.96069], [-0.47675, 3.74041, 1.15220], [-8.80207, 4.98998, -5.68630], [-7.55061, 5.11445, -4.45421], [-9.36855, 6.59107, -6.16387], [-8.20876, 4.09423, -7.08525], [-9.63993, 4.44830, -5.26640]], "atomic_forces_ev_per_a": [[0.1, -0.1, -0.4], [-0.3, -0.4, 1.3], [0.3, 0.4, 0.0], [-0.1, 0.3, -0.6], [0.3, -0.6, -0.3], [-0.4, -0.4, 0.0], [0.1, 0.9, 0.3], [-0.5, -0.5, 0.5], [0.7, 0.1, -0.2], [-0.1, 0.0, 0.0], [-0.5, 0.3, 0.0], [0.4, 0.6, -1.0], [-1.4, 0.2, 0.6], [1.1, -0.3, -0.6], [0.4, 0.6, 0.3], [-0.4, -0.6, 0.6], [0.8, 0.0, -0.2], [0.1, -0.3, -0.2], [-0.3, -0.2, 0.4], [0.0, -0.4, -0.1], [0.1, -0.1, 0.3], [0.0, 0.3, 0.3], [0.2, 0.2, -0.2], [-0.5, 0.1, 0.0], [-0.2, -0.2, -0.3], [-0.3, 0.2, 0.2], [0.0, 0.4, 0.0], [0.2, -0.1, 0.0], [-0.1, -0.1, -0.1], [0.3, 0.0, 0.2], [0.0, 0.0, 0.1], [0.0, 0.0, 0.0], [0.2, 0.1, 0.0], [-0.5, 0.1, -0.4], [-0.1, 0.0, 0.0], [0.0, 0.4, -0.1], [0.0, 0.0, 0.0], [-0.1, 0.0, 0.0], [0.0, 0.0, 0.0], [0.1, -0.1, -0.6], [0.1, 0.0, 0.0], [0.0, 0.0, 0.0], [0.1, -0.2, -0.1], [0.0, 0.0, 0.0], [0.4, 0.3, 0.6], [-0.1, 0.0, 0.0], [0.0, 0.0, 0.0], [0.2, -0.1, 0.0], [-0.1, 0.2, 0.0], [0.0, 0.1, 0.2], [0.0, 0.0, 0.0], [0.0, 0.0, 0.0], [0.0, 0.1, 0.0], [0.0, 0.0, 0.0], [0.0, 0.0, 0.0], [0.1, -0.1, 0.1], [0.0, 0.0, 0.0], [0.3, 0.0, -0.1], [0.0, 0.0, -0.1], [0.0, -0.1, 0.0], [0.1, 0.1, 0.0], [0.0, 0.0, 0.0], [0.1, 0.0, -0.1], [-0.1, 0.0, 0.0], [-0.1, -0.1, 0.1], [-0.3, -0.2, 0.0], [0.0, 0.0, 0.0], [0.0, 0.1, 0.1], [0.4, 0.3, -0.1], [0.0, 0.0, 0.0], [0.0, 0.0, 0.0], [0.0, 0.0, 0.0], [0.0, 0.0, 0.1], [-0.1, 0.0, -0.2], [0.0, 0.0, 0.0], [0.0, 0.0, 0.0], [0.0, 0.0, 0.0], [0.0, 0.0, 0.0], [0.0, 0.0, 0.0], [0.0, 0.0, 0.0], [0.0, 0.0, 0.0], [0.0, 0.0, 0.0], [0.0, 0.0, 0.2], [0.1, 0.3, -0.4], [0.0, 0.0, -0.1], [-0.1, -0.1, -0.2], [0.1, -0.1, 0.0], [0.0, 0.1, 0.0], [-0.1, -0.4, 0.2], [0.0, 0.0, 0.0], [0.0, 0.0, 0.0], [0.0, 0.0, 0.0], [0.0, 0.1, 0.0], [0.1, -0.1, 0.1], [-0.1, 0.0, 0.0], [0.0, 0.0, -0.1], [0.0, 0.0, 0.0], [-0.1, -0.2, 0.1], [-0.1, 0.1, 0.0], [0.1, -0.2, -0.4], [0.0, 0.0, 0.0], [0.0, 0.0, 0.0], [0.1, 0.0, 0.0], [-0.3, -0.2, 0.3], [-0.1, 0.0, -0.1], [0.2, -0.1, 0.1], [0.0, 0.0, 0.0], [0.0, 0.1, 0.1], [0.0, 0.1, 0.0], [0.0, 0.0, 0.0], [0.0, 0.0, 0.0], [0.0, -0.1, 0.0], [0.0, 0.1, -0.1], [0.0, 0.0, 0.0], [0.0, 0.0, 0.0], [-0.2, -0.2, -0.2], [0.0, 0.0, 0.0], [0.0, 0.0, -0.1], [0.0, 0.0, 0.0], [-0.1, 0.0, 0.2], [0.1, 0.0, 0.1], [0.0, 0.0, 0.0], [0.0, 0.0, 0.0], [0.0, 0.0, 0.1], [0.0, 0.0, 0.0], [0.0, 0.0, 0.0], [0.0, 0.0, 0.0]], "spin_multiplicity": 1, "molar_mass_g_mol": 2812.6, "e_lumo_ev": -0.865, "orbital_gap_ev": 8.2, "energy_ev": -877983.69814}